DFT (ωB97M-V with the def2-TZVPD basis set) results for a 9-piece molecular cluster, C15H48N6O9 overall in a non-equilibrium geometry.

DFT total energy = -1606.06709 a.u.
Energy relative to the best compared isomer or geometry (same formula, charge and spin) = 0.00 kcal per mole
HOMO-LUMO gap = 10.18 eV
Molar mass = 456.6 u

```
! wB97M-V def2-TZVPD RIJCOSX def2/J DEFGRID3
* xyz 0 1
N 4.395 2.125 0.427
C 3.333 2.201 -0.430
N 2.158 2.641 0.222
O 3.310 1.956 -1.634
H 5.037 1.425 0.161
H 4.108 2.318 1.409
H 2.021 2.601 1.249
H 1.304 2.736 -0.347
N -2.099 -2.333 -2.646
C -2.530 -1.158 -3.181
N -2.556 -0.988 -4.556
O -2.715 -0.217 -2.419
H -1.874 -3.064 -3.306
H -2.269 -2.475 -1.651
H -2.623 -0.088 -4.952
H -2.191 -1.666 -5.203
N -0.582 0.647 -0.850
C -0.955 0.355 0.389
N -2.268 0.387 0.604
O -0.181 0.072 1.372
H -1.278 0.401 -1.586
H 0.365 0.520 -1.099
H -2.900 0.399 -0.209
H -2.485 -0.074 1.480
C -0.469 -2.187 4.972
C -1.478 -2.084 3.837
O -0.857 -2.407 2.609
H -0.049 -3.216 5.080
H -0.888 -1.884 5.934
H 0.429 -1.554 4.864
H -1.992 -1.097 3.778
H -2.254 -2.822 3.959
H -0.420 -1.573 2.305
C 3.534 -1.949 0.214
C 2.170 -1.323 0.593
O 2.381 -0.130 1.297
H 4.121 -1.738 1.157
H 4.063 -1.385 -0.545
H 3.372 -2.954 -0.150
H 1.671 -2.079 1.226
H 1.579 -1.160 -0.350
H 1.480 0.207 1.395
C 1.072 -1.189 -3.453
C 1.997 0.045 -3.396
O 1.211 1.245 -3.101
H 0.304 -0.834 -4.163
H 0.624 -1.580 -2.519
H 1.513 -2.038 -3.957
H 2.485 0.277 -4.330
H 2.751 -0.135 -2.653
H 1.833 1.787 -2.551
C 0.942 2.060 3.868
C 2.287 1.562 4.334
O 3.297 1.625 3.288
H 0.962 3.127 3.684
H 0.146 1.777 4.565
H 0.619 1.504 2.959
H 2.357 0.550 4.780
H 2.668 2.371 5.017
H 3.345 0.770 2.852
C -1.683 5.279 -2.911
C -1.100 3.878 -2.561
O -1.664 3.523 -1.254
H -2.704 5.359 -2.413
H -1.737 5.497 -4.037
H -1.026 6.014 -2.517
H -0.036 4.039 -2.519
H -1.356 3.064 -3.229
H -1.418 2.645 -0.951
C -4.262 -3.529 -0.383
C -3.155 -3.259 0.707
O -2.007 -2.738 0.111
H -5.179 -3.974 0.060
H -3.865 -4.155 -1.160
H -4.410 -2.549 -0.970
H -2.909 -4.230 1.168
H -3.609 -2.649 1.519
H -1.214 -2.525 0.699
*
```

---

DFT (ωB97M-V with the def2-TZVPD basis set) results for a 9-piece molecular cluster, C15H48N6O9 overall in a non-equilibrium geometry.

DFT total energy = -1605.83818 a.u.
Energy relative to the best compared isomer or geometry (same formula, charge and spin) = 143.65 kcal per mole
HOMO-LUMO gap = 9.47 eV
Molar mass = 456.6 u

```
! wB97M-V def2-TZVPD RIJCOSX def2/J DEFGRID3
* xyz 0 1
N -0.131 0.112 -1.761
C 1.123 0.221 -1.851
N 1.482 1.270 -1.191
O 1.982 -0.719 -2.347
H -0.716 0.886 -1.374
H -0.545 -0.772 -2.120
H 2.500 1.394 -0.924
H 0.943 2.136 -1.204
N -3.065 1.661 2.553
C -4.062 0.969 2.093
N -4.900 1.654 1.363
O -4.262 -0.314 2.402
H -2.348 1.079 2.987
H -3.013 2.643 2.555
H -5.683 1.129 0.992
H -4.664 2.597 1.040
N 0.721 0.589 1.250
C -0.396 0.219 1.765
N -1.275 -0.307 0.942
O -0.729 0.533 3.100
H 1.464 0.861 1.854
H 0.926 0.694 0.242
H -2.096 -0.772 1.361
H -0.852 -0.763 0.135
C 2.630 -3.741 -0.783
C 1.151 -3.792 -1.291
C 0.267 -2.887 -0.442
O 1.101 -3.407 -2.533
H 3.266 -3.295 -1.523
H 3.127 -4.686 -0.625
H 2.777 -3.170 0.063
H 0.795 -4.874 -1.380
H -0.060 -3.445 0.416
H -0.685 -2.559 -0.861
H 0.827 -1.945 -0.168
H 1.392 -2.481 -2.574
C -4.032 -2.042 -0.413
C -4.861 -2.877 -1.378
C -5.616 -3.931 -0.603
O -5.716 -2.117 -1.856
H -3.284 -2.686 0.122
H -4.663 -1.608 0.364
H -3.605 -1.227 -0.882
H -4.237 -3.326 -2.107
H -6.159 -4.566 -1.243
H -6.243 -3.579 0.203
H -4.763 -4.581 -0.200
H -5.930 -2.446 -2.748
C 4.520 -0.331 -0.008
C 4.798 1.131 -0.326
C 5.337 1.271 -1.736
O 3.803 1.786 -0.016
H 3.780 -0.689 -0.698
H 4.029 -0.579 0.944
H 5.416 -1.015 -0.023
H 5.602 1.444 0.307
H 6.067 0.469 -1.852
H 5.803 2.212 -1.926
H 4.600 0.970 -2.446
H 3.799 1.889 0.947
C 1.258 4.123 0.336
O 0.534 4.053 -0.853
H 0.533 3.943 1.138
H 1.764 5.095 0.559
H 1.898 3.198 0.477
H -0.168 3.458 -0.600
C -2.715 2.257 -0.935
O -1.420 2.065 -0.400
H -3.302 2.658 -0.103
H -3.242 1.360 -1.362
H -2.609 2.946 -1.796
H -1.430 1.338 0.264
C 3.914 2.074 3.205
O 2.528 1.943 2.786
H 3.905 2.697 4.038
H 4.576 2.543 2.488
H 4.302 1.115 3.559
H 2.240 2.840 2.610
*
```

---

DFT (ωB97M-V with the def2-TZVPD basis set) results for C15H50CuF3N22O13 as an isolated structure in a non-equilibrium geometry.

DFT total energy = -4724.53606 a.u.
Energy relative to the best compared isomer or geometry (same formula, charge and spin) = 120.66 kcal per mole
HOMO-LUMO gap = 8.04 eV
Molar mass = 867.2 u

```
! wB97M-V def2-TZVPD RIJCOSX def2/J DEFGRID3
* xyz 0 1
Cu -16.859 8.680 -31.193
C -19.307 6.694 -31.550
O -18.870 7.271 -30.314
O -18.518 7.344 -32.531
C -19.303 5.166 -31.328
F -18.134 4.748 -30.801
F -20.181 4.743 -30.372
F -19.533 4.489 -32.398
C -19.813 7.625 -29.288
C -18.963 8.251 -28.247
H -18.557 7.443 -27.638
H -18.117 8.890 -28.499
H -19.726 8.808 -27.703
H -20.336 6.776 -28.848
H -20.494 8.370 -29.701
H -20.372 6.880 -31.692
C -17.334 1.311 -31.776
O -16.312 1.979 -31.876
N -17.265 0.068 -31.710
N -18.515 1.652 -31.885
H -16.418 -0.481 -31.770
H -18.215 -0.208 -31.509
H -18.771 2.607 -32.091
H -19.266 1.046 -31.586
C -16.418 4.247 -34.886
O -16.381 4.607 -36.047
N -16.403 5.026 -33.829
N -16.076 3.057 -34.480
H -16.613 4.695 -32.898
H -16.403 6.034 -33.896
H -15.945 2.233 -35.049
H -16.209 2.841 -33.502
C -19.593 10.676 -31.083
O -18.620 10.395 -30.443
N -19.608 10.797 -32.393
N -20.767 10.871 -30.486
H -18.689 10.796 -32.813
H -20.495 10.986 -32.837
H -21.472 11.273 -31.088
H -20.691 11.160 -29.521
C -15.500 8.135 -34.493
O -15.275 8.425 -33.319
N -14.721 8.295 -35.586
N -16.676 7.737 -34.878
H -15.075 8.190 -36.526
H -13.737 8.421 -35.392
H -17.364 7.596 -34.152
H -16.976 7.853 -35.836
C -19.865 11.505 -25.972
O -20.704 11.141 -25.208
N -18.624 11.085 -25.987
N -19.985 12.571 -26.779
H -18.393 10.460 -25.228
H -17.975 11.287 -26.735
H -20.909 12.974 -26.834
H -19.279 12.885 -27.429
C -20.446 6.712 -25.175
O -19.365 6.707 -24.634
N -21.488 7.515 -24.947
N -20.806 6.030 -26.246
H -21.552 8.036 -24.084
H -22.149 7.657 -25.698
H -21.547 6.397 -26.824
H -20.060 5.368 -26.406
C -15.877 6.057 -28.831
O -15.987 6.990 -29.586
N -16.010 6.021 -27.542
N -15.151 4.975 -29.114
H -15.873 5.103 -27.142
H -16.577 6.731 -27.101
H -14.609 4.965 -29.967
H -14.749 4.303 -28.476
C -23.590 4.958 -30.809
O -23.114 6.099 -30.631
N -24.677 4.522 -31.335
N -22.878 3.895 -30.646
H -24.859 3.533 -31.436
H -25.411 5.187 -31.531
H -21.997 3.941 -30.154
H -23.328 3.037 -30.930
C -22.412 4.993 -35.182
O -23.273 5.871 -35.157
N -22.185 4.252 -36.236
N -21.710 4.630 -34.164
H -22.743 4.499 -37.040
H -21.530 3.483 -36.221
H -21.920 5.249 -33.394
H -20.782 4.281 -34.360
C -16.815 2.484 -27.405
O -15.813 3.108 -27.053
N -17.245 1.512 -26.727
N -17.595 2.743 -28.501
H -17.857 0.946 -27.297
H -16.892 1.368 -25.791
H -18.099 1.934 -28.836
H -17.282 3.453 -29.147
C -20.713 9.163 -35.201
O -21.117 9.819 -36.081
N -19.610 8.610 -35.197
N -21.268 8.893 -33.983
H -19.413 8.020 -34.401
H -19.128 8.688 -36.081
H -22.141 9.353 -33.769
H -20.572 8.807 -33.256
*
```